No. 1
79
Properties=species:S:1:pos:R:3:mulliken_charge:R:1 method="wB97M-V/def2-TZVPD" lumo_ev=2.441 charge=-1 gap_ev=5.302 e_homo_ev=-2.9
W -0.4965 -1.0365 -0.8678 0.88
C 0.5335 -3.4754 1.1409 -0.36
C 1.7327 -2.8701 0.4034 -0.74
N 1.4487 -2.0953 -0.8297 -0.24
C 1.5945 -2.8278 -2.1056 -0.79
C 1.1914 -1.9175 -3.2688 -0.91
N -0.0890 -1.1864 -3.0396 -0.29
C -1.2137 -1.6283 -3.9177 -1.06
C -2.6607 -1.5770 -3.3751 -0.22
C -3.1087 -0.4572 -2.4385 -1.20
N -2.6364 -0.6246 -1.0473 -0.40
C -3.4578 -1.4925 -0.1623 -0.73
C -2.6179 -2.2395 0.9042 -0.94
N -1.2694 -1.6543 1.1065 -0.50
C -0.3642 -2.5061 1.9177 -0.42
H 0.9660 -4.1396 1.8987 0.64
H -0.0506 -4.1205 0.4859 -0.33
H 2.4395 -3.6756 0.1687 0.42
H 2.2396 -2.1750 1.0807 0.32
H 2.0785 -1.2998 -0.8389 0.20
H 0.9683 -3.7142 -2.0764 0.27
H 2.6354 -3.1428 -2.2576 0.59
H 1.1347 -2.5211 -4.1772 0.44
H 1.9736 -1.1657 -3.4148 0.44
H 0.0837 -0.2029 -3.2093 0.57
H -1.0391 -2.6763 -4.1621 0.36
H -1.1562 -1.0418 -4.8428 0.47
H -2.9188 -2.5214 -2.9023 -0.05
H -3.2936 -1.5224 -4.2672 0.62
H -4.2053 -0.4026 -2.4590 0.50
H -2.7224 0.5116 -2.7663 0.34
H -2.5568 0.3001 -0.6367 0.43
H -3.9315 -2.2603 -0.7757 0.37
H -4.2393 -0.8885 0.3095 0.42
H -2.4725 -3.2614 0.5690 0.41
H -3.1676 -2.2783 1.8522 0.60
H -1.3478 -0.7616 1.5840 0.27
H -0.9610 -3.0889 2.6307 0.47
H 0.2590 -1.8187 2.4959 -0.03
C 0.0642 0.6414 -0.4119 -0.07
Ge 0.7044 2.0213 0.6705 2.91
C -0.1659 3.7695 0.4088 -0.18
C -0.0496 4.8246 1.3130 -0.17
C -0.6736 6.0432 1.0777 -0.62
C -1.4304 6.2248 -0.0724 -0.42
C -1.5634 5.1830 -0.9796 -0.54
C -0.9360 3.9669 -0.7366 -0.51
C 2.6559 2.2545 0.4906 -0.44
C 3.4282 2.9894 1.3896 -0.10
C 4.8025 3.1103 1.2247 -0.64
C 5.4305 2.4954 0.1497 -0.41
C 4.6776 1.7609 -0.7555 -0.62
C 3.3040 1.6413 -0.5798 -0.34
C 0.4201 1.5888 2.5774 -0.37
C -0.7750 1.8921 3.2292 -0.33
C -1.0275 1.4406 4.5203 -0.68
C -0.0805 0.6768 5.1877 -0.42
C 1.1184 0.3697 4.5578 -0.58
C 1.3610 0.8218 3.2672 -0.46
H 0.5297 4.6951 2.2220 0.23
H -0.5719 6.8516 1.7924 0.38
H -1.9189 7.1740 -0.2572 0.35
H -2.1579 5.3170 -1.8758 0.40
H -1.0415 3.1462 -1.4397 0.27
H 2.9552 3.4725 2.2395 0.26
H 5.3857 3.6813 1.9377 0.39
H 6.5025 2.5854 0.0220 0.36
H 5.1609 1.2805 -1.5985 0.40
H 2.7075 1.0694 -1.2860 0.34
H -1.5247 2.4893 2.7195 0.40
H -1.9659 1.6847 5.0043 0.39
H -0.2747 0.3228 6.1928 0.37
H 1.8634 -0.2263 5.0721 0.38
H 2.2992 0.5673 2.7836 0.33
O -3.3506 -4.3908 -1.6620 -0.73
Se -1.7327 -4.5500 -1.7749 1.02
O -1.2075 -4.7840 -3.2974 -0.74
O -1.1103 -3.0407 -1.3255 -0.89
O -1.1147 -5.6052 -0.7063 -0.78

No. 2
76
Properties=species:S:1:pos:R:3:mulliken_charge:R:1 method="wB97M-V/def2-TZVPD" lumo_ev="-1.181 / -1.183" gap_ev="5.775 / 5.778" e_homo_ev="-7.0 / -7.0"
Pd -0.5714 -0.6087 0.6347 0.39
C -0.6652 0.1002 -2.7874 -1.04
N -1.6868 -0.2377 -1.8024 1.85
C -2.5972 0.8993 -1.5753 -1.69
C -3.0883 1.0757 -0.1404 -0.97
N -2.0189 1.1520 0.8748 1.68
C -1.2842 2.4244 0.7619 -1.34
C -2.5370 1.0256 2.2375 -0.10
C -3.8149 1.4565 2.5637 -0.54
C -4.2867 1.3640 3.8659 -0.94
C -3.4695 0.8423 4.8542 -0.64
C -2.1916 0.4128 4.5363 -0.68
C -1.7038 0.5000 3.2345 0.77
S -0.0609 -0.0239 2.8831 -0.33
C -2.3756 -1.4680 -2.0897 -0.69
C -2.6714 -1.8276 -3.4011 -0.58
C -3.3372 -3.0063 -3.6950 -0.80
C -3.7177 -3.8478 -2.6609 -0.67
C -3.4155 -3.5083 -1.3550 -0.76
C -2.7447 -2.3224 -1.0414 1.09
S -2.4667 -2.0067 0.6704 -0.48
H -1.0744 0.4051 -3.7595 0.41
H -0.0043 -0.7546 -2.9330 0.37
H -0.0829 0.9340 -2.3988 -0.11
H -3.4888 0.7990 -2.2059 0.34
H -2.0881 1.8075 -1.9060 0.57
H -3.7401 0.2507 0.1351 0.64
H -3.6769 2.0021 -0.1285 0.46
H -1.9630 3.2757 0.8892 0.31
H -0.8041 2.4884 -0.2137 0.13
H -0.5154 2.4535 1.5333 0.34
H -4.4651 1.8649 1.8033 0.36
H -5.2909 1.6924 4.0978 0.40
H -3.8290 0.7547 5.8711 0.38
H -1.5514 -0.0147 5.2972 0.46
H -2.3808 -1.1757 -4.2143 0.36
H -3.5520 -3.2628 -4.7239 0.40
H -4.2331 -4.7761 -2.8700 0.39
H -3.6849 -4.1736 -0.5443 0.45
C 2.7435 1.5127 1.4033 -1.46
As 1.6863 0.9091 -0.1161 0.60
C 2.9836 -0.2569 -0.9685 -0.89
C 1.9120 2.4966 -1.3189 -1.32
C 3.3010 3.0418 -1.4149 0.26
C 3.7429 4.0315 -0.5383 -0.27
C 5.0381 4.5210 -0.6082 -0.72
C 5.9189 4.0302 -1.5617 -0.46
C 5.4892 3.0527 -2.4475 -0.70
C 4.1928 2.5657 -2.3747 -0.29
H 3.7318 1.8314 1.0745 0.51
H 2.8330 0.6873 2.1078 0.43
H 2.2354 2.3322 1.9100 0.33
H 3.9604 0.2218 -1.0149 0.50
H 2.6390 -0.5027 -1.9731 0.30
H 3.0369 -1.1762 -0.4000 0.01
H 1.2274 3.2609 -0.9443 0.62
H 1.5578 2.1833 -2.3012 0.61
H 3.0598 4.4228 0.2073 0.35
H 5.3595 5.2903 0.0821 0.39
H 6.9297 4.4119 -1.6185 0.38
H 6.1645 2.6703 -3.2022 0.38
H 3.8632 1.8080 -3.0763 0.36
C 2.1790 -2.9527 1.7592 -1.58
C 0.7956 -3.2306 1.1315 1.76
C -0.1555 -3.6180 2.2683 -1.73
C 0.9315 -4.4186 0.1586 -1.73
N 0.4808 -2.1041 0.2813 -0.21
H 2.4419 -3.7846 2.4149 0.53
H 2.1519 -2.0401 2.3561 0.20
H 2.9508 -2.8703 0.9973 0.33
H 0.2790 -4.4562 2.8185 0.51
H -1.1220 -3.9240 1.8818 0.45
H -0.2951 -2.7875 2.9585 0.21
H 1.2924 -5.2974 0.6961 0.41
H 1.6314 -4.1769 -0.6414 0.40
H -0.0382 -4.6507 -0.2838 0.30

What energy above the lowest of the compared OMol25 structures with the same formula, charge and spin values result from the calculations? In sequence: 0.0 273.1 kJ/mol.